Molecular formula: C55H65ClF5N5O3
Method: DFT, ωB97M-V/def2-TZVPD

```
134
Properties=species:S:1:pos:R:3:lowdin_charge:R:1
C -0.605 -3.508 2.187 0.076
C 0.494 -3.545 2.716 -0.093
C 1.818 -3.276 3.485 -0.143
C 2.493 -1.891 3.146 -0.115
C 3.849 -1.816 2.509 0.036
C 4.491 -0.480 2.184 -0.173
C 5.913 -0.571 1.463 -0.143
C 5.668 -1.449 0.126 -0.192
C 6.314 -0.810 -1.179 -0.198
C 5.261 -0.627 -2.377 -0.211
C 4.794 0.890 -2.367 -0.206
C 3.813 1.301 -3.557 -0.215
C 3.186 0.084 -4.354 -0.219
C 2.062 0.699 -5.329 -0.232
C 1.738 -0.219 -6.579 -0.260
C 1.634 -1.770 -6.254 -0.127
C 3.823 0.815 2.522 -0.448
Cl 4.603 2.408 2.142 0.629
C 2.457 0.751 3.163 -0.036
C 1.818 -0.589 3.439 -0.006
C 0.362 -0.527 4.068 -0.273
O -0.025 -1.275 4.945 0.097
C -0.548 0.622 3.463 -0.035
C -1.988 0.432 3.116 0.054
C -2.734 1.596 2.503 -0.081
C -4.250 1.502 2.049 -0.153
C -5.223 0.951 3.173 -0.158
C -6.714 1.008 2.568 -0.079
C -7.060 -0.217 1.637 -0.333
F -6.519 -0.119 0.359 0.088
F -8.473 -0.198 1.471 0.041
C -6.749 -1.644 2.320 -0.388
F -7.732 -2.518 1.842 0.100
F -5.524 -2.155 1.892 0.099
F -6.882 -1.623 3.689 0.138
C -2.076 2.941 2.277 -0.157
O -2.757 4.047 1.728 -0.015
C -0.630 3.140 2.624 -0.043
C 0.138 4.507 2.401 -0.148
C -0.072 5.539 3.608 -0.216
C -1.249 6.573 3.238 -0.119
C 0.093 1.970 3.196 -0.002
C 1.636 2.056 3.554 -0.284
O 2.156 3.005 4.107 0.080
H -1.528 -3.499 1.563 0.049
H 2.562 -4.122 3.328 0.119
H 1.620 -3.272 4.607 0.128
H 4.370 -2.785 2.244 0.122
H 6.689 -1.017 2.144 0.120
H 6.171 0.466 1.087 0.072
H 5.978 -2.527 0.308 0.103
H 4.545 -1.488 -0.058 0.100
H 7.118 -1.509 -1.591 0.097
H 6.830 0.167 -0.946 0.101
H 5.735 -0.927 -3.369 0.115
H 4.345 -1.276 -2.258 0.100
H 4.283 1.113 -1.378 0.109
H 5.731 1.536 -2.457 0.111
H 4.370 1.944 -4.315 0.115
H 2.949 1.888 -3.096 0.106
H 3.916 -0.445 -5.031 0.116
H 2.641 -0.639 -3.681 0.091
H 1.135 1.029 -4.754 0.105
H 2.507 1.668 -5.742 0.099
H 2.454 -0.028 -7.445 0.110
H 0.716 0.098 -6.975 0.102
H 1.003 -2.236 -7.081 0.073
H 1.125 -2.012 -5.274 0.057
H 2.658 -2.259 -6.340 0.075
H -2.483 -0.574 3.277 0.119
H -4.261 0.757 1.182 0.125
H -4.603 2.481 1.590 0.118
H -5.187 1.656 4.064 0.132
H -4.940 -0.068 3.559 0.103
H -6.792 1.942 1.919 0.123
H -7.439 1.115 3.433 0.139
H -2.704 4.009 0.749 0.130
H 1.258 4.359 2.295 0.103
H -0.196 4.936 1.399 0.112
H 0.897 6.087 3.834 0.107
H -0.373 5.030 4.574 0.111
H -0.985 7.639 3.517 0.070
H -1.409 6.544 2.123 0.058
H -2.178 6.228 3.781 0.072
C 6.535 -6.787 -0.090 -0.116
C 7.832 -6.831 0.482 -0.115
C 8.546 -5.784 -0.043 -0.144
N 7.731 -5.111 -0.914 -0.001
C 6.501 -5.714 -0.944 -0.151
H 5.718 -7.465 0.104 0.090
H 8.201 -7.549 1.198 0.090
H 9.561 -5.460 0.126 0.105
H 7.994 -4.300 -1.448 0.137
H 5.712 -5.329 -1.570 0.105
C 4.453 6.423 -5.050 -0.115
C 3.354 5.650 -5.504 -0.111
C 3.045 4.757 -4.509 -0.156
N 3.918 4.958 -3.475 0.005
C 4.777 5.975 -3.794 -0.143
H 4.951 7.218 -5.583 0.090
H 2.846 5.739 -6.452 0.090
H 2.281 3.997 -4.449 0.095
H 3.927 4.439 -2.613 0.139
H 5.542 6.291 -3.103 0.104
C -0.047 -1.410 -2.772 -0.121
C -1.140 -2.208 -3.197 -0.111
C -1.423 -3.085 -2.181 -0.137
N -0.539 -2.850 -1.161 0.010
C 0.298 -1.827 -1.511 -0.131
H 0.433 -0.618 -3.326 0.064
H -1.660 -2.146 -4.141 0.093
H -2.173 -3.856 -2.096 0.104
H -0.509 -3.351 -0.288 0.090
H 1.068 -1.487 -0.835 0.106
C -9.183 4.994 -0.818 -0.114
C -10.181 5.261 0.152 -0.114
C -10.195 4.205 1.027 -0.141
N -9.245 3.307 0.619 0.002
C -8.620 3.783 -0.503 -0.146
H -8.907 5.618 -1.654 0.090
H -10.818 6.131 0.204 0.091
H -10.797 4.014 1.901 0.105
H -9.038 2.433 1.073 0.118
H -7.832 3.220 -0.978 0.104
C -4.891 -7.384 1.711 -0.114
C -5.911 -7.323 2.694 -0.113
C -6.285 -6.008 2.812 -0.139
N -5.527 -5.273 1.942 0.007
C -4.678 -6.105 1.263 -0.145
H -4.372 -8.267 1.370 0.090
H -6.325 -8.149 3.251 0.090
H -7.023 -5.533 3.440 0.106
H -5.585 -4.275 1.819 0.104
H -3.997 -5.716 0.523 0.098
```

For the total energy, the calculation gives -3593.46606 Eh. Its LUMO energy is -0.99 eV. As for the structure (SMILES): C#CCc1cc(CCCCCCCCCC)c(Cl)c2c1C(=O)c1cc(CCCC(F)(F)C(F)(F)F)c(O)c(CCC)c1C2=O.c1cc[nH]c1.c1cc[nH]c1.c1cc[nH]c1.c1cc[nH]c1.c1cc[nH]c1. Its highest occupied orbital energy is -8.325 eV. As for the spin multiplicity: 1. The molar mass is 974.6 g/mol.

=====

Molecular formula: C32H53N7O2S
Method: DFT, ωB97M-V/def2-TZVPD

```
95
Properties=species:S:1:pos:R:3:lowdin_charge:R:1
C 2.136 1.832 -4.744 -0.094
C 0.866 0.963 -5.022 -0.204
C 0.267 0.158 -3.870 -0.214
C 0.945 -1.195 -3.655 -0.206
N 1.459 -2.174 -3.476 0.240
H 1.983 2.623 -4.010 0.066
H 2.516 2.284 -5.661 0.066
H 2.986 1.249 -4.388 0.065
H 1.179 0.190 -5.724 0.106
H 0.039 1.534 -5.444 0.108
H -0.771 -0.145 -4.007 0.016
H 0.333 0.838 -3.021 0.093
C 0.104 -3.033 -0.728 -0.087
C -0.922 -2.863 -1.845 -0.292
C -1.690 -4.175 -2.154 -0.137
C -0.820 -5.081 -2.879 -0.233
N -0.159 -5.821 -3.483 0.132
H 1.030 -3.317 -1.226 0.101
H -0.155 -3.736 0.064 0.089
H 0.280 -2.076 -0.236 0.031
H -0.365 -2.398 -2.658 0.056
H -1.670 -2.120 -1.570 -0.081
H -2.605 -4.035 -2.729 0.119
H -2.045 -4.620 -1.225 0.112
C -2.258 3.207 1.493 -0.111
C -1.556 3.549 2.826 -0.185
C -0.581 2.430 3.170 -0.166
C 0.457 2.219 2.214 -0.138
N 1.252 2.015 1.392 0.056
H -1.765 3.919 0.832 0.072
H -3.276 3.572 1.356 0.096
H -2.158 2.158 1.213 0.050
H -2.275 3.386 3.629 0.111
H -1.107 4.539 2.744 0.114
H -1.147 1.528 3.404 0.077
H -0.156 2.681 4.141 0.144
C -0.959 -1.600 1.429 -0.205
C -1.732 -2.900 1.181 -0.158
C -3.151 -2.556 1.771 -0.127
C -3.273 -2.170 3.210 -0.218
N -3.367 -1.850 4.290 0.156
H -0.041 -1.716 0.854 0.067
H -0.793 -1.505 2.502 0.055
H -1.462 -0.742 0.984 0.115
H -1.329 -3.766 1.707 0.131
H -1.813 -3.280 0.162 0.060
H -3.684 -3.501 1.877 0.107
H -3.790 -2.006 1.081 0.112
C 4.947 0.049 1.410 -0.097
C 5.126 1.506 0.985 -0.228
C 3.864 2.425 1.186 -0.095
C 2.929 1.926 2.232 -0.228
N 2.214 1.545 3.050 0.225
H 4.750 0.013 2.482 0.075
H 5.892 -0.433 1.161 0.082
H 4.056 -0.371 0.942 0.063
H 5.544 1.489 -0.021 0.103
H 5.944 1.884 1.598 0.100
H 3.436 2.398 0.183 0.075
H 4.159 3.430 1.487 0.125
C -2.004 2.303 -1.068 -0.187
C -3.364 1.686 -0.639 -0.221
C -3.517 0.514 -1.649 -0.148
S -1.813 -0.338 -1.651 0.973
O -1.316 -0.526 -3.017 -0.364
O -1.887 -1.414 -0.618 -0.395
C -0.942 1.172 -1.035 -0.138
H -1.755 3.148 -0.426 0.060
H -2.153 2.763 -2.045 0.120
H -4.105 2.471 -0.794 0.123
H -3.423 1.277 0.369 0.100
H -3.702 1.099 -2.550 0.096
H -4.383 -0.139 -1.543 0.101
H 0.014 1.139 -1.556 0.084
H -0.662 0.908 -0.015 0.074
N 1.173 -0.453 2.344 0.010
C -0.117 0.083 2.313 -0.310
C -0.849 -0.281 3.468 -0.177
C 0.045 -1.009 4.199 -0.073
C 1.291 -1.045 3.547 -0.064
H 1.872 -0.400 1.616 0.100
H -0.391 0.604 1.408 0.098
H -1.883 -0.059 3.688 0.115
H -0.135 -1.444 5.171 0.108
H 2.152 -1.541 3.970 0.113
N 1.640 0.135 -1.708 0.022
C 0.572 -0.527 -1.157 -0.235
C 0.660 -0.236 0.209 -0.228
C 1.726 0.586 0.468 -0.268
C 2.335 0.819 -0.728 -0.018
H 1.948 0.054 -2.666 0.101
H -0.072 -1.217 -1.681 0.050
H -0.072 -0.639 0.893 -0.028
H 2.029 0.898 1.457 0.020
H 3.273 1.257 -1.035 0.115
```

For the total energy, the calculation gives -2181.59954 Eh. Its LUMO energy is 0.03 eV. Its highest occupied orbital energy is -6.669 eV. As for the spin multiplicity: 1. The molar mass is 599.9 g/mol.